ORCA calculation (ωB97M-V with the def2-TZVPD basis set) on C39H28CdN7O7Se as an isolated structure.

Results
**E**: -135570.60498 eV
**HOMO**: -4.3 eV
**LUMO**: 0.048 Ha
**M**: 898.07 g/mol
**Net charge**: -1
**Strongest force on any atom**: 3.70 eV Å⁻¹
**Frontier orbital gap**: 5.56 eV
**Relative energy (zero: lowest compared OMol25 entry of this formula, charge and spin)**: 12.40 kcal per mole

```
83
C39H28CdN7O7Se, DFT ωB97M-V with the def2-TZVPD basis set
Cd 0.63 -0.04 -1.28
C 4.05 -3.31 -0.64
C 2.84 -2.64 -0.85
N 2.61 -1.37 -0.69
C 3.66 -0.66 -0.28
C 4.96 -1.16 -0.03
C 5.15 -2.53 -0.28
C 6.00 -0.29 0.46
C 5.66 1.04 0.71
C 4.33 1.51 0.53
C 3.29 0.74 0.02
N 2.07 1.20 -0.13
C 1.67 2.43 0.44
C 1.26 3.42 -0.45
C 0.73 4.60 0.07
C 0.49 4.81 1.43
C 1.05 3.85 2.34
C 0.81 4.01 3.75
C 1.19 3.02 4.59
C 1.66 1.82 3.99
N 1.88 1.58 2.69
C 1.58 2.64 1.86
H 4.08 -4.43 -0.86
H 1.98 -3.30 -1.09
H 6.11 -2.97 0.00
H 6.95 -0.65 0.79
H 6.42 1.67 1.12
H 4.14 2.55 0.77
H 1.32 3.24 -1.52
H 0.30 5.29 -0.68
H -0.01 5.63 1.81
H 0.44 4.96 4.16
H 1.04 3.14 5.70
H 1.84 0.94 4.67
C 0.34 -3.56 4.45
O -0.14 -2.25 4.65
C -0.59 -1.48 3.57
C -0.95 -0.17 3.89
C -1.37 0.62 2.87
C -1.31 0.20 1.52
C -1.73 1.21 0.56
C -2.79 2.23 0.98
O -1.24 1.30 -0.58
C -0.73 -1.05 1.17
O -0.53 -1.50 -0.05
C -0.39 -1.90 2.28
H 0.51 -4.01 5.40
H 1.21 -3.57 3.79
H -0.36 -4.24 3.99
H -1.03 0.11 4.96
H -1.66 1.61 3.13
H -2.23 3.02 1.53
H -3.55 1.69 1.55
H -3.25 2.65 0.06
H 0.07 -2.86 1.96
O 0.27 -1.91 -3.48
C 0.01 -0.79 -3.92
O 0.03 0.31 -3.30
C -0.41 -0.71 -5.37
C -0.70 0.53 -5.91
C -1.12 0.62 -7.25
C -1.19 -0.53 -7.97
C -0.86 -1.78 -7.44
C -0.41 -1.82 -6.12
N -0.87 -2.92 -8.30
O 0.05 -3.72 -8.16
O -1.82 -3.12 -9.01
H -0.71 1.38 -5.22
H -1.29 1.48 -7.85
H -1.54 -0.61 -9.04
H -0.08 -2.74 -5.67
Se -3.33 -2.16 -0.94
N -3.80 -2.81 0.67
C -4.52 -1.87 1.28
C -5.07 -1.93 2.63
C -5.68 -0.77 3.05
C -5.86 0.33 2.14
N -5.48 0.37 0.87
C -4.69 -0.68 0.47
N -4.15 -0.62 -0.76
H -4.87 -2.78 3.25
H -6.00 -0.78 4.12
H -6.35 1.24 2.45
```